Entry 1:
# C6H13N

The molecule C6H13N (the ωB97M-V functional and the def2-TZVPD basis, the OMol25 dataset).

Relative energy (zero: lowest compared OMol25 entry of this formula, charge and spin) in kcal per mole: 22.2
E_HOMO in eV: -9.08
HOMO-LUMO gap in eV: 10.30
SMILES: CCCN1C[C@H]1C
Electronic energy in hartree: -291.12335

Cartesian coordinates (Å):
C: -2.413394 -1.600822 0.080780
C: -1.469433 -0.521914 -0.457993
C: -0.027507 -0.961060 -0.761672
N: 0.837898 0.209525 -0.693106
C: 2.256616 0.032897 -0.435229
C: 1.342591 0.532144 0.625196
C: 1.237679 1.966702 1.072125
H: -1.955625 -2.158808 0.907034
H: -2.721567 -2.322868 -0.682549
H: -3.325306 -1.137220 0.476941
H: -1.893024 -0.060512 -1.358199
H: -1.417899 0.272373 0.295850
H: 0.056461 -1.393928 -1.766590
H: 0.289816 -1.741646 -0.044046
H: 2.920623 0.719775 -0.959821
H: 2.651840 -0.978250 -0.320040
H: 1.121244 -0.205140 1.403223
H: 1.927695 2.190184 1.892853
H: 1.445033 2.643562 0.238239
H: 0.217540 2.166555 1.421558

Cartesian forces, eV/Å:
-0.003 -0.064 -0.020
-0.010 0.056 0.061
-0.096 -0.144 0.004
-0.142 -0.049 -0.027
0.212 -0.055 -0.059
-0.082 0.077 0.212
0.029 0.053 -0.007
-0.017 0.090 -0.145
0.127 0.069 0.061
0.149 -0.093 -0.134
0.045 -0.030 0.171
0.088 -0.043 -0.102
-0.064 0.036 0.155
-0.021 0.115 -0.055
-0.165 -0.111 0.091
-0.149 0.128 -0.031
-0.005 0.103 -0.123
-0.064 -0.047 -0.116
0.007 -0.102 0.104
0.161 0.013 -0.040

Entry 2:
# C6H13N

A 2-piece molecular cluster, C6H13N overall in a non-equilibrium geometry (the ωB97M-V functional and the def2-TZVPD basis, the OMol25 dataset).

Relative energy (zero: lowest compared OMol25 entry of this formula, charge and spin) in kcal per mole: 37.7
E_HOMO in eV: -9.47
HOMO-LUMO gap in eV: 10.19
SMILES: C=CN=C.CCC
Electronic energy in hartree: -291.09872

Cartesian coordinates (Å):
C: -2.809566 -0.627516 1.451328
C: -2.078533 0.305114 0.486783
C: -0.870330 0.965004 1.137228
H: -2.151090 -1.413300 1.817404
H: -3.638533 -1.079120 0.896311
H: -3.277614 -0.073798 2.268513
H: -2.781075 1.066122 0.131080
H: -1.755486 -0.251938 -0.396625
H: -0.252461 1.472421 0.394274
H: -1.124557 1.731916 1.876416
H: -0.242057 0.208321 1.611752
C: 2.007900 -1.106599 -1.471180
C: 2.447724 -0.582735 -2.617829
C: 2.347700 0.627424 -0.003085
N: 1.633187 -0.364301 -0.336064
H: 1.952333 -2.181200 -1.352622
H: 2.489916 0.489936 -2.756304
H: 2.609270 -1.190900 -3.496411
H: 2.278976 1.099840 0.971157
H: 3.214295 0.905312 -0.612124

Cartesian forces, eV/Å:
-0.541 0.199 -0.756
0.014 0.178 0.349
0.240 0.307 -0.137
-0.048 0.016 0.163
0.072 -0.251 0.199
0.302 -0.071 0.153
0.076 -0.017 -0.017
0.033 -0.039 0.078
-0.035 -0.065 -0.020
-0.239 -0.245 0.059
0.003 0.076 0.011
0.488 0.445 -0.757
-0.691 -0.023 0.099
0.819 -0.800 -0.214
0.178 -0.021 0.602
-0.247 0.007 0.122
-0.010 0.038 -0.013
0.240 -0.114 0.131
-0.720 0.291 -0.149
0.067 0.088 0.097

Entry 3:
# C6H13N

An isolated ion of composition C6H13N and charge +1 in a non-equilibrium geometry (the ωB97M-V functional and the def2-TZVPD basis, the OMol25 dataset).

Net charge: +1
2S+1: 2
Relative energy (zero: lowest compared OMol25 entry of this formula, charge and spin) in kcal per mole: 22.9
E_HOMO (alpha / beta) in eV: -14.19 / -15.12
HOMO-LUMO gap (alpha / beta) in eV: 10.83 / 8.09
Electronic energy in hartree: -290.84218

Cartesian coordinates (Å):
C: -1.150881 -1.627931 0.447324
C: -1.853002 -0.361683 -0.132860
C: -0.992936 0.668415 -0.915020
C: 0.336045 0.730653 -0.258371
C: 1.415920 0.091210 -0.854926
N: 2.725288 0.012515 -0.534734
C: 0.532010 1.340754 1.071410
H: -1.391493 -1.895085 1.492540
H: -1.555984 -2.507693 -0.009522
H: -0.051928 -1.566695 0.484481
H: -2.321845 0.118972 0.730669
H: -2.627148 -0.668335 -0.795942
H: -0.939143 0.184003 -1.905281
H: -1.538143 1.614591 -0.875491
H: 1.284474 -0.323300 -1.849259
H: 3.005726 0.656053 0.184786
H: 3.189214 -0.875218 -0.710265
H: 0.272263 2.344577 1.398059
H: 1.650180 1.362135 1.213589
H: 0.011383 0.702064 1.818814

Cartesian forces, eV/Å:
-0.006 0.174 0.761
0.177 -0.316 2.128
0.212 -1.409 0.128
-0.425 1.649 0.012
1.397 -0.554 -2.045
-2.168 0.465 0.773
1.792 -0.469 0.954
-0.225 0.944 -0.151
0.538 -0.578 -0.935
-0.353 -0.402 -0.551
-0.090 0.267 -0.310
-0.686 -0.163 -0.409
0.294 0.966 0.069
0.313 -0.035 -0.347
-0.685 -0.661 0.230
0.827 -0.483 0.496
0.440 0.607 -0.253
-0.764 0.282 -1.042
-1.196 -0.328 0.712
0.607 0.044 -0.221

Entry 4:
# C6H13N

An isolated ion of composition C6H13N and charge +1 in a non-equilibrium geometry (the ωB97M-V functional and the def2-TZVPD basis, the OMol25 dataset).

Net charge: +1
2S+1: 2
Relative energy (zero: lowest compared OMol25 entry of this formula, charge and spin) in kcal per mole: 49.2
E_HOMO (alpha / beta) in eV: -12.98 / -12.74
HOMO-LUMO gap (alpha / beta) in eV: 8.41 / 4.26
Electronic energy in hartree: -290.80028

Cartesian coordinates (Å):
C: 0.353933 2.070436 0.782524
C: -0.160174 1.482537 -0.501990
C: 0.562879 0.190190 -1.025137
C: -0.214523 -3.426537 0.187393
C: -0.097731 -2.268569 -0.713326
C: 0.329112 -1.028006 -0.263520
N: -0.552489 3.081743 1.324296
H: 0.428872 1.348233 1.624271
H: 1.371302 2.470857 0.845211
H: -1.234701 1.290368 -0.506885
H: 0.002698 2.276627 -1.245099
H: 0.305656 -0.025593 -2.071367
H: 1.620905 0.475551 -0.950473
H: -1.078649 -3.385163 0.854024
H: -0.202268 -4.405535 -0.309653
H: 0.714981 -3.567732 0.762945
H: -0.537721 -2.260844 -1.713624
H: 0.541583 -0.929746 0.800767
H: -0.645026 3.854251 0.659225
H: -1.508634 2.756937 1.460410

Cartesian forces, eV/Å:
-0.569 -0.651 2.845
0.216 0.439 -0.784
-0.325 -0.587 -0.959
1.622 -1.303 -0.490
-1.315 -0.031 -0.217
0.897 1.327 1.251
-0.174 0.751 -0.906
-0.253 -0.254 -0.612
-0.118 0.145 -1.041
0.048 0.067 0.400
-0.074 -0.497 -0.267
0.220 0.436 0.112
0.183 -0.296 -0.001
-0.042 0.255 0.074
-0.750 0.442 -0.443
-0.366 0.737 0.485
0.307 -0.410 0.021
-0.010 -0.245 0.064
0.163 -0.056 0.360
0.341 -0.270 0.106

Entry 5:
# C6H13N2

A 2-piece molecular cluster, C6H13N2 overall in a non-equilibrium geometry (the ωB97M-V functional and the def2-TZVPD basis, the OMol25 dataset).

Net charge: +1
Relative energy (zero: lowest compared OMol25 entry of this formula, charge and spin) in kcal per mole: 137.2
E_HOMO in eV: -12.22
HOMO-LUMO gap in eV: 9.53
Electronic energy in hartree: -345.47734

Cartesian coordinates (Å):
C: -0.148048 -0.387619 1.016427
C: -0.600816 0.332247 -0.006237
C: -0.207794 -1.223026 3.103844
C: -0.627321 0.002099 3.773031
C: 0.856231 0.770613 -3.628815
C: 0.651971 1.010180 -2.121940
N: 0.101389 -2.354327 2.799341
N: -0.370048 0.086267 -1.509674
H: 0.461339 -1.133153 0.659123
H: -1.253490 1.177551 0.276053
H: 0.138335 0.654490 4.043671
H: -1.010132 -0.248599 4.701235
H: -1.242319 0.489933 3.158511
H: 0.118473 -0.115809 -3.962040
H: 0.716868 1.650037 -4.211636
H: 1.923553 0.377041 -3.834927
H: 0.196633 1.932486 -2.124088
H: 1.551706 0.883569 -1.695226
H: 0.053712 -3.281708 3.216354
H: -0.058764 -0.816047 -1.767403
H: -1.251479 0.193774 -1.885603

Cartesian forces, eV/Å:
-0.492 0.897 -0.303
-0.674 0.430 1.827
1.112 -1.463 -3.440
1.630 -2.564 1.317
0.331 -4.094 -0.347
-2.779 -0.878 -3.203
-1.089 2.100 1.379
2.365 1.274 2.361
1.756 -2.387 -0.498
0.194 -0.145 -1.451
1.954 0.867 -0.164
-1.433 -0.602 1.947
-2.665 1.762 -2.074
1.569 2.108 0.241
-0.362 0.502 -0.452
-1.770 0.593 0.279
-0.380 2.391 1.110
2.677 -0.053 2.382
0.161 0.451 0.243
0.216 -1.708 0.437
-2.323 0.518 -1.590

Entry 6:
# C6H13N2

An isolated ion of composition C6H13N2 and charge +1 in a non-equilibrium geometry (the ωB97M-V functional and the def2-TZVPD basis, the OMol25 dataset).

Net charge: +1
Relative energy (zero: lowest compared OMol25 entry of this formula, charge and spin) in kcal per mole: 49.5
E_HOMO in eV: -14.50
HOMO-LUMO gap in eV: 11.54
SMILES: N[C@]12CCCC[C@H]1[NH2+]2
Electronic energy in hartree: -345.61714

Cartesian coordinates (Å):
C: 1.210244 -0.316753 -1.561293
C: 0.037511 0.700848 -1.615255
C: 1.674957 -0.505837 -0.125630
C: -1.208736 0.212538 -0.824500
C: 0.520701 -0.399297 0.931281
C: -0.882462 -0.156807 0.594283
N: -1.790092 -0.704435 1.473413
N: 0.019757 0.916467 1.510670
H: 0.892334 -1.233278 -1.857459
H: 2.063067 -0.061818 -2.085918
H: 0.387065 1.506555 -1.091651
H: -0.432463 0.855114 -2.588790
H: 2.011464 -1.556919 0.160753
H: 2.343634 0.298714 0.125323
H: -1.888106 0.929522 -0.897636
H: -1.589590 -0.534109 -1.485616
H: 0.753134 -1.228292 1.774013
H: -1.612298 -1.031157 2.389039
H: -2.723326 -0.406293 1.304991
H: -0.265089 0.891829 2.482824
H: 0.478294 1.823405 1.387158

Cartesian forces, eV/Å:
-1.531 1.358 2.127
-0.641 -2.790 -0.022
-1.690 -0.491 1.851
3.487 -1.728 0.027
1.179 -1.889 1.968
0.026 -1.694 1.201
-0.751 0.499 -2.465
1.052 0.820 -0.094
-1.037 -2.757 -1.451
1.410 0.799 -1.552
0.772 2.977 0.435
1.021 0.582 -0.141
0.446 1.622 -1.046
0.928 -0.156 0.319
-3.085 3.362 0.165
-0.463 -1.538 0.565
-0.937 2.262 -1.699
0.643 -0.345 0.621
-0.788 -0.020 0.155
-0.176 -0.428 -0.100
0.134 -0.446 -0.864

Entry 7:
# C6H13N2O

An isolated ion of composition C6H13N2O and charge +1 in a non-equilibrium geometry (the ωB97M-V functional and the def2-TZVPD basis, the OMol25 dataset).

Net charge: +1
Relative energy (zero: lowest compared OMol25 entry of this formula, charge and spin) in kcal per mole: 33.0
E_HOMO in eV: -12.04
HOMO-LUMO gap in eV: 8.41
SMILES: CN/C(C)=C\[N+](C)=C\O
Electronic energy in hartree: -420.90042

Cartesian coordinates (Å):
C: -0.244888 0.985138 0.312687
C: 0.938882 0.313145 0.245647
C: -1.782141 -0.789682 0.476634
C: 2.195843 1.064536 0.538606
C: -2.465495 1.263260 -0.603403
C: 2.259840 -1.697028 -0.350955
N: -1.503098 0.418848 0.087925
N: 1.024104 -0.995336 -0.071327
O: -2.890752 -1.448697 0.266748
H: -0.258727 2.039844 0.507198
H: -1.072369 -1.339224 1.080086
H: 2.850202 1.072423 -0.328708
H: 2.731573 0.599481 1.362640
H: 1.974239 2.090358 0.814555
H: -1.936302 1.879436 -1.326497
H: -3.206320 0.675512 -1.142709
H: -2.973045 1.917879 0.103957
H: 2.579049 -1.564653 -1.388556
H: 3.053533 -1.353280 0.304192
H: 2.097026 -2.758762 -0.171197
H: 0.224828 -1.411816 -0.529335
H: -3.595978 -0.961385 -0.188185

Cartesian forces, eV/Å:
1.441 0.318 0.324
-0.682 0.550 -0.088
-0.393 0.465 0.154
-0.029 0.002 0.062
-0.482 0.309 -0.348
0.266 -0.160 -0.262
-0.645 -1.146 -0.055
-0.008 -0.491 -0.066
-0.130 0.029 -0.035
-0.060 0.153 0.094
0.101 0.071 -0.076
0.094 -0.037 -0.103
0.075 -0.027 0.082
-0.032 0.022 0.007
0.032 -0.114 0.031
0.025 0.013 -0.029
0.022 -0.058 0.089
0.050 0.003 0.056
-0.012 -0.042 0.045
0.093 0.039 0.010
0.126 0.085 0.076
0.147 0.016 0.032

Entry 8:
# C6H13N2O

A 2-piece molecular cluster, C6H13N2O overall in a non-equilibrium geometry (the ωB97M-V functional and the def2-TZVPD basis, the OMol25 dataset).

Net charge: +1
Relative energy (zero: lowest compared OMol25 entry of this formula, charge and spin) in kcal per mole: 106.8
E_HOMO (alpha / beta) in eV: -13.81 / -12.10
HOMO-LUMO gap (alpha / beta) in eV: 9.12 / 7.40
Electronic energy in hartree: -420.78278

Cartesian coordinates (Å):
C: 0.809781 -1.964634 0.595492
C: 0.210166 0.118630 0.993037
C: 0.826926 0.069787 -0.369719
C: -0.007619 0.565685 -1.508340
C: 2.248764 0.797154 -0.494037
C: -2.929150 0.714555 0.739635
N: 1.047616 -1.320040 -0.560281
N: 0.413212 -1.131615 1.484012
O: -2.034513 -0.216000 1.091859
H: 0.579967 -3.068596 0.634997
H: 0.094192 0.974217 1.688788
H: -0.241207 1.593883 -1.391303
H: -0.888527 -0.062085 -1.544682
H: 0.550235 0.335612 -2.450416
H: 2.205048 1.920284 -0.672587
H: 2.680467 0.528994 -1.494190
H: 3.108632 0.763717 0.328654
H: -3.000669 1.535860 1.387720
H: -3.833120 0.058858 0.867074
H: -2.949115 1.003463 -0.322559
H: 0.952871 -1.790413 -1.436472
H: 0.156046 -1.427317 2.433318

Cartesian forces, eV/Å:
-0.803 -2.463 -3.306
-0.829 1.346 0.576
1.945 2.534 -0.423
0.141 -1.282 -1.094
1.862 1.907 0.087
-1.565 -1.176 -1.290
-0.113 -2.364 2.055
-0.546 0.151 3.508
2.867 -1.005 0.092
1.040 1.313 0.247
0.301 -0.720 -0.859
-0.251 0.875 -0.200
-0.569 0.233 -0.010
-0.402 0.684 0.610
-0.794 -1.175 0.573
-0.233 -0.451 1.033
-2.204 -0.754 -1.486
-0.137 1.363 0.962
-0.189 0.781 -0.076
0.215 0.035 0.123
0.254 -0.126 -0.482
0.010 0.292 -0.639

Entry 9:
# C6H13N2O2

A 2-piece molecular cluster, C6H13N2O2 overall in a non-equilibrium geometry (the ωB97M-V functional and the def2-TZVPD basis, the OMol25 dataset).

Net charge: -1
Relative energy (zero: lowest compared OMol25 entry of this formula, charge and spin) in kcal per mole: 149.5
E_HOMO (alpha / beta) in eV: -4.27 / -3.14
HOMO-LUMO gap (alpha / beta) in eV: 7.89 / 6.80
Electronic energy in hartree: -496.19254

Cartesian coordinates (Å):
C: -0.916262 0.686867 2.110176
C: 1.968086 -0.295971 -1.319484
C: -1.460332 -0.968976 -0.414324
C: 0.191853 0.406728 1.102012
C: 0.565757 0.409976 -1.316620
C: -0.298701 -0.002481 -0.231680
N: -2.013459 1.993803 -0.664602
N: -1.492095 3.091704 -0.781445
O: -0.229572 3.232971 -0.957224
O: -2.231157 4.115145 -0.781211
H: -1.604319 1.279177 1.409527
H: -0.421478 1.307016 2.878714
H: -1.548300 -0.252312 2.383613
H: 2.516452 0.006743 -2.165232
H: 2.659832 0.104355 -0.437258
H: 1.684141 -1.308820 -1.219201
H: -1.144395 -1.652254 -1.233635
H: -2.330314 -0.467187 -0.667621
H: -1.834367 -1.451666 0.496185
H: 0.735932 1.462207 0.926269
H: 0.911543 -0.269992 1.544631
H: 0.767915 1.469288 -1.160111
H: 0.150290 0.164991 -2.228312

Cartesian forces, eV/Å:
-1.491 -0.078 -1.735
-0.019 2.181 3.037
2.284 -0.437 0.249
0.489 2.160 -0.028
2.410 0.280 1.184
-0.987 -0.502 1.043
-0.582 -2.133 0.353
1.168 1.981 -0.720
-0.301 0.079 0.366
-0.290 0.383 0.102
0.493 -0.247 1.739
-1.074 -0.558 0.282
1.450 1.599 0.199
0.535 -0.218 -1.451
-1.651 -1.180 -1.406
0.832 -1.503 -0.080
-0.667 -0.092 0.625
-1.655 1.351 -1.269
0.874 -0.533 0.007
-0.910 -2.249 0.457
0.624 -0.402 -0.016
-0.439 0.112 -0.699
-1.091 0.006 -2.239

Entry 10:
# C6H13N2O2

A 2-piece molecular cluster, C6H13N2O2 overall in a non-equilibrium geometry (the ωB97M-V functional and the def2-TZVPD basis, the OMol25 dataset).

Net charge: +1
Relative energy (zero: lowest compared OMol25 entry of this formula, charge and spin) in kcal per mole: 109.0
E_HOMO in eV: -13.88
HOMO-LUMO gap in eV: 10.29
Electronic energy in hartree: -496.03211

Cartesian coordinates (Å):
O: 1.860228 -1.536060 1.562374
C: 0.881217 -0.407968 1.426881
C: 1.782837 0.964261 1.745253
O: 2.961009 0.870250 0.854493
C: 2.581891 0.915625 -0.566004
C: 0.987965 0.684084 -0.870872
N: 0.300447 -0.317270 0.032974
H: 1.615840 -2.263376 0.915483
H: 0.066836 -0.581885 2.260579
H: 2.097568 0.947617 2.897019
H: 1.164345 1.954602 1.606471
H: 2.833947 2.021221 -0.938866
H: 3.208896 0.135351 -1.174073
H: 0.442141 1.735205 -0.731402
H: 0.861943 0.355103 -2.003823
H: -0.725158 -0.049878 0.126233
H: 0.284653 -1.246184 -0.486638
C: -4.109620 -1.072599 -1.395129
C: -3.416635 0.004330 -0.576266
N: -2.841758 0.897722 0.102934
H: -3.458119 -1.397667 -2.210956
H: -4.341248 -1.932299 -0.760297
H: -5.039225 -0.680183 -1.816370

Cartesian forces, eV/Å:
-2.326 1.044 -1.921
2.057 -0.376 2.959
-0.287 -0.676 0.173
-2.442 0.179 -0.034
-0.004 0.704 -0.539
0.631 2.461 -1.439
-0.940 -0.729 -0.713
0.393 1.082 1.324
1.218 0.509 -2.110
-0.361 -0.242 -2.847
1.067 -1.944 0.011
-0.610 -2.518 0.483
-1.062 1.485 1.434
1.043 -2.537 -0.276
0.183 0.664 2.545
0.985 -0.071 -0.162
0.145 1.178 1.162
0.476 0.862 0.683
3.691 5.661 4.312
-4.058 -7.184 -5.325
-0.046 0.165 0.146
0.064 0.224 0.008
0.185 0.056 0.125

Q: Which of these has the highest electronic energy?
A: number 4